# 1
Computed, not measured: a cluster of 2 separate species, C5H7Br in total at a distorted geometry, with ωB97M-V/def2-TZVPD.

```
13
Properties=species:S:1:pos:R:3:nbo_charge:R:1
C -1.04 -1.60 0.02 -0.490
C 0.26 -1.84 -0.15 -0.084
C 0.83 1.21 0.78 -0.476
C 0.50 1.10 -0.69 -0.474
C 1.34 0.17 -0.03 -0.077
Br 3.15 -0.26 -0.01 0.074
H -1.71 -2.43 0.20 0.220
H -1.29 -0.51 0.13 0.210
H 0.84 -2.71 -0.15 0.189
H 1.54 2.10 0.90 0.230
H 0.05 1.25 1.54 0.232
H -0.30 0.63 -1.07 0.225
H 0.82 1.89 -1.34 0.222
```

The calculation puts the largest force on an atom at 5.785 eV/Å. The energy above the lowest of the compared OMol25 structures with the same formula, charge and spin comes out at 414.9 kJ/mol. The energy comes out at -75335.5180 eV. The orbital gap comes out at 9.31 eV. The LUMO energy is 0.549 eV.

# 2
Computed, not measured: the molecule C5H7Br at a distorted geometry, with ωB97M-V/def2-TZVPD.

```
13
Properties=species:S:1:pos:R:3:nbo_charge:R:1
C -1.20 1.57 -0.12 -0.421
C -0.58 0.39 -0.08 0.020
C -0.07 -0.51 -1.17 -0.421
C 1.08 -0.99 0.09 -0.204
Br 2.98 -0.34 -0.02 -0.031
C 0.15 -0.25 1.06 -0.516
H -1.46 2.03 0.89 0.207
H -1.66 1.93 -1.07 0.210
H -0.68 -1.41 -1.36 0.222
H 0.16 0.10 -2.00 0.226
H 1.20 -2.13 0.17 0.228
H 0.40 0.55 1.84 0.242
H -0.31 -0.95 1.76 0.237
```

Its SMILES is C=C1CC(Br)C1. The calculation puts the largest force on an atom at 3.683 eV/Å. The energy above the lowest of the compared OMol25 structures with the same formula, charge and spin comes out at 130.4 kJ/mol. The energy comes out at -75338.4668 eV. The orbital gap comes out at 10.35 eV. The LUMO energy is 0.934 eV.

# 3
Computed, not measured: the molecule C5H7Br at a distorted geometry, with ωB97M-V/def2-TZVPD.

```
13
Properties=species:S:1:pos:R:3:nbo_charge:R:1
C 0.95 -0.13 0.02 0.033
C 2.16 0.32 -0.03 -0.292
C 0.16 -1.35 0.17 -0.438
C -1.50 0.90 0.26 -0.389
C -0.42 0.09 -0.33 -0.287
Br -3.22 -0.04 0.11 -0.051
H 2.47 1.37 -0.37 0.183
H 2.98 -0.38 0.13 0.175
H 0.21 -2.01 -0.64 0.209
H -0.26 -1.58 1.15 0.223
H -1.40 1.07 1.28 0.216
H -1.66 1.78 -0.29 0.223
H -0.49 -0.02 -1.46 0.194
```

As for the multiplicity: 3. The calculation puts the largest force on an atom at 12.633 eV/Å. The energy above the lowest of the compared OMol25 structures with the same formula, charge and spin comes out at 178.9 kJ/mol. The energy comes out at -75333.8755 eV. The orbital gap (spin up / spin down) comes out at 6.34 / 7.41 eV. The LUMO energy (spin up / spin down) is 0.949 / -2.566 eV.

# 4
Computed, not measured: the molecule C5H7BrN2 at a distorted geometry, with ωB97M-V/def2-TZVPD.

```
15
Properties=species:S:1:pos:R:3:nbo_charge:R:1
C -0.89 -0.07 -0.02 -0.045
C -0.17 -1.31 -0.02 0.057
C 0.12 1.03 0.12 0.048
C -0.76 -2.66 0.03 -0.657
C 0.16 2.45 -0.17 -0.658
N 1.14 -1.06 0.10 -0.175
N 1.21 0.31 0.20 -0.469
Br -2.74 0.23 -0.04 0.129
H 0.23 -3.29 0.13 0.236
H -1.21 -2.84 0.97 0.228
H -1.42 -3.09 -0.73 0.237
H -0.48 2.66 -1.03 0.224
H -0.17 2.94 0.82 0.227
H 1.19 2.83 -0.34 0.222
H 2.20 0.59 0.38 0.396
```

As for the multiplicity: 3. The calculation puts the largest force on an atom at 7.240 eV/Å. The energy above the lowest of the compared OMol25 structures with the same formula, charge and spin comes out at 0.0 kJ/mol. The energy comes out at -78315.9360 eV. The orbital gap (spin up / spin down) comes out at 5.16 / 7.32 eV. The LUMO energy (spin up / spin down) is 0.734 / -1.865 eV.

# 5
Computed, not measured: a cluster of 2 separate species, C5H7BrN2O2S in total at a distorted geometry, with ωB97M-V/def2-TZVPD.

```
18
Properties=species:S:1:pos:R:3:nbo_charge:R:1
C 2.40 1.29 0.31 -0.059
C 3.07 0.16 -0.11 -0.260
C 2.06 -0.68 -0.72 -0.064
C 0.09 2.10 -0.20 -0.400
C -3.69 -2.52 0.69 -0.027
N 0.90 -0.03 -0.70 -0.271
N 1.10 1.13 -0.07 -0.148
O -2.37 0.09 0.33 -0.885
O -2.80 -2.45 -0.21 -0.586
S -1.91 -1.07 -0.46 1.159
Br 4.77 -0.41 0.24 0.110
H 2.69 2.22 0.71 0.224
H -0.13 2.24 -1.24 0.216
H -0.67 1.93 0.43 0.227
H 0.40 3.05 0.21 0.203
H -3.82 -1.91 1.49 0.174
H -4.18 -3.49 0.55 0.161
H 2.08 -1.65 -1.23 0.225
```

The calculation puts the largest force on an atom at 4.672 eV/Å. The energy above the lowest of the compared OMol25 structures with the same formula, charge and spin comes out at 152.5 kJ/mol. The energy comes out at -93246.9341 eV. The orbital gap (spin up / spin down) comes out at 8.71 / 7.12 eV. The LUMO energy (spin up / spin down) is 0.457 / -0.515 eV.

# 6
Computed, not measured: the molecule C5H7BrO at a distorted geometry, with ωB97M-V/def2-TZVPD.

```
14
Properties=species:S:1:pos:R:3:nbo_charge:R:1
O 0.26 -1.81 -0.77 -0.705
C 0.03 -1.09 0.36 0.106
C 1.17 -0.27 0.79 -0.285
C 1.09 0.89 0.18 -0.091
C -0.16 1.35 -0.44 -0.524
C -1.11 0.23 -0.29 -0.249
Br -2.71 0.42 0.83 -0.027
H 0.28 -2.70 -0.41 0.478
H -0.71 -1.60 1.08 0.183
H 1.98 -0.78 1.07 0.213
H 1.84 1.64 0.03 0.200
H -0.50 2.23 0.22 0.239
H 0.04 1.73 -1.44 0.237
H -1.48 -0.23 -1.23 0.226
```

Its SMILES is O[C@H]1C=CC[C@@H]1Br. The calculation puts the largest force on an atom at 6.803 eV/Å. The energy above the lowest of the compared OMol25 structures with the same formula, charge and spin comes out at 147.7 kJ/mol. The energy comes out at -77385.9850 eV. The orbital gap comes out at 9.99 eV. The LUMO energy is 0.796 eV.

# 7
Computed, not measured: the molecule C5H7BrOS at a distorted geometry, with ωB97M-V/def2-TZVPD.

```
15
Properties=species:S:1:pos:R:3:nbo_charge:R:1
O -2.20 1.06 0.61 -0.537
C -2.02 0.16 -0.18 0.411
C -0.76 -0.08 -0.98 -0.461
S -0.28 -1.75 -0.23 0.164
C 1.11 -1.13 0.80 -0.473
C 0.88 0.35 0.85 -0.443
C 0.34 0.87 -0.56 -0.185
Br 1.72 0.84 -2.01 -0.056
H -2.85 -0.53 -0.22 0.141
H -0.70 -0.11 -2.02 0.268
H 2.02 -1.31 0.41 0.207
H 1.03 -1.59 1.69 0.223
H -0.08 0.50 1.44 0.250
H 1.83 0.80 1.09 0.236
H -0.02 1.91 -0.68 0.254
```

Its SMILES is O=C[C@@H]1SCC[C@H]1Br. The calculation puts the largest force on an atom at 4.752 eV/Å. The energy above the lowest of the compared OMol25 structures with the same formula, charge and spin comes out at 8.7 kJ/mol. The energy comes out at -88222.5656 eV. The orbital gap comes out at 9.98 eV. The LUMO energy is 0.666 eV.

# 8
Computed, not measured: the molecule C5H7Cl at a distorted geometry, with ωB97M-V/def2-TZVPD.

```
13
Properties=species:S:1:pos:R:3:nbo_charge:R:1
C 0.65 1.93 -0.82 -0.339
C 0.84 0.61 -0.67 -0.206
C -0.17 -0.24 0.06 -0.053
C 0.23 -1.71 0.31 -0.652
C -1.31 0.18 0.62 -0.198
Cl -2.62 -0.78 1.26 -0.003
H -0.16 2.40 -0.36 0.178
H 1.31 2.58 -1.32 0.197
H 1.70 0.18 -1.09 0.209
H -0.50 -2.45 -0.07 0.232
H 1.26 -1.91 -0.05 0.214
H 0.25 -1.99 1.41 0.226
H -1.46 1.21 0.72 0.197
```

Its SMILES is C=C/C(C)=C/Cl. The calculation puts the largest force on an atom at 3.267 eV/Å. The energy above the lowest of the compared OMol25 structures with the same formula, charge and spin comes out at 115.0 kJ/mol. The energy comes out at -17819.2871 eV. The orbital gap comes out at 9.19 eV. The LUMO energy is 0.545 eV.

# 9
Computed, not measured: the ion C5H7Cl2N2 with charge +1 at a distorted geometry, with ωB97M-V/def2-TZVPD.

```
16
Properties=species:S:1:pos:R:3:nbo_charge:R:1
C 2.26 -2.20 1.58 -0.393
C 1.39 -1.43 1.01 0.121
Cl 0.75 -1.79 -0.62 0.042
N 0.73 -0.37 1.70 -0.569
C -0.22 0.54 1.39 0.560
N -0.20 1.69 2.11 -0.731
C -1.16 0.50 0.17 -0.351
C -1.76 -0.73 0.20 -0.135
Cl -2.63 -1.61 -0.86 0.184
H 2.66 -2.15 2.54 0.240
H 2.51 -3.09 0.87 0.265
H 1.21 -0.06 2.62 0.432
H -0.83 2.36 1.71 0.420
H 0.49 2.12 2.70 0.431
H -1.47 1.39 -0.53 0.291
H -1.39 -1.31 0.98 0.195
```

Its SMILES is C=C(Cl)NC(=[NH2+])/C=C/Cl. The calculation puts the largest force on an atom at 4.303 eV/Å. The energy above the lowest of the compared OMol25 structures with the same formula, charge and spin comes out at 119.1 kJ/mol. Its net charge is +1. The energy comes out at -33314.4935 eV. The orbital gap comes out at 9.06 eV. The LUMO energy is -4.515 eV.

# 10
Computed, not measured: the molecule C5H7Cl2NO3S2 at a distorted geometry, with ωB97M-V/def2-TZVPD.

```
20
Properties=species:S:1:pos:R:3:nbo_charge:R:1
C 0.33 -0.87 0.10 0.635
C 1.90 0.98 0.73 -0.447
C -1.33 -2.29 -0.75 -0.410
C -0.84 2.83 0.76 -0.802
C 1.81 -0.32 0.01 -0.199
N 0.00 -1.87 -0.82 -0.636
O 0.04 -1.21 1.34 -0.625
O 0.83 2.22 -1.31 -0.892
O -0.48 0.39 -0.24 -0.775
S 0.42 0.04 2.51 0.476
S 0.41 1.70 -0.01 1.883
Cl 2.85 -1.47 0.92 0.023
Cl 2.26 -0.32 -1.78 -0.036
H -1.70 -2.06 0.21 0.207
H -2.03 -1.76 -1.55 0.183
H -1.28 -3.43 -0.96 0.206
H -1.75 2.80 0.07 0.276
H -1.14 2.38 1.76 0.254
H -0.45 3.85 0.88 0.264
H 0.16 -1.58 -1.86 0.415
```

As for the multiplicity: 3. The calculation puts the largest force on an atom at 4.196 eV/Å. The energy comes out at -59638.0875 eV. The orbital gap (spin up / spin down) comes out at 7.09 / 6.03 eV. The LUMO energy (spin up / spin down) is -0.273 / -3.034 eV.

# 11
Computed, not measured: a cluster of 2 separate species, C5H7ClF6NP2 in total at a distorted geometry, with ωB97M-V/def2-TZVPD.

```
22
Properties=species:S:1:pos:R:3:nbo_charge:R:1
Cl 6.30 -1.89 -0.11 -0.476
P 4.23 -1.31 -0.29 0.729
C 2.35 -0.86 -0.30 -0.128
C 1.42 -1.99 -0.64 -0.312
C -0.10 -1.75 -0.63 -0.162
C -0.43 -0.31 -0.24 -0.263
C 0.70 0.67 0.02 0.035
N 2.10 0.50 0.02 -0.452
H 3.89 -2.71 -0.15 0.000
H 4.41 -0.82 -1.62 0.030
H 4.38 -0.39 0.80 0.032
H 1.83 -3.01 -0.90 0.217
H -0.89 -2.53 -0.87 0.234
H -1.52 0.03 -0.16 0.290
H 0.36 1.74 0.27 0.221
F -5.65 2.59 0.97 -0.602
P -4.15 2.09 0.68 2.632
F -2.64 2.63 0.46 -0.607
F -4.55 2.92 -0.64 -0.601
F -3.77 0.87 -0.31 -0.610
F -4.53 0.76 1.51 -0.603
F -3.75 2.76 2.10 -0.602
```

The calculation puts the largest force on an atom at 6.184 eV/Å. Its net charge is -1. The energy comes out at -54196.2293 eV. The orbital gap comes out at 9.27 eV. The LUMO energy is 2.299 eV.

# 12
Computed, not measured: a structure of composition C5H7ClN2 at a distorted geometry, with ωB97M-V/def2-TZVPD.

```
15
Properties=species:S:1:pos:R:3:nbo_charge:R:1
C -0.95 0.55 0.78 -0.289
C -1.55 0.28 -0.53 0.005
C 0.85 0.22 -0.83 -0.265
C 0.49 0.00 0.64 -0.032
C 1.36 -0.62 1.51 -0.409
H -1.00 1.57 0.93 0.242
H -2.64 0.45 -0.85 0.229
H 0.56 -1.33 -2.30 0.400
H 0.27 1.18 -1.25 0.189
H 2.21 0.47 -0.98 0.211
H 2.54 -0.53 1.28 0.230
H 0.92 -0.94 2.58 0.228
N -1.20 -0.27 -1.56 -0.212
N 0.07 -0.80 -1.48 -0.506
Cl -1.93 -0.21 2.05 -0.023
```

The calculation puts the largest force on an atom at 6.664 eV/Å. The energy above the lowest of the compared OMol25 structures with the same formula, charge and spin comes out at 527.2 kJ/mol. The energy comes out at -20795.8037 eV. The orbital gap comes out at 9.53 eV. The LUMO energy is 0.699 eV.